(1)
C23H26BiN6 | ωB97M-V/def2-TZVPD

Properties
Orbital gap in eV: 5.45
Net charge: +3
Highest occupied orbital energy in Ha: -0.6009

CARTESIAN COORDINATES (ANGSTROEM)
Bi (-0.607682, 1.013114, -0.996913)
C (2.000721, -0.065060, -5.457180)
C (2.576375, 0.435895, -4.302882)
C (1.996225, 0.166026, -3.067160)
C (0.830334, -0.588808, -2.997522)
C (0.240570, -1.080698, -4.160189)
C (0.836353, -0.826342, -5.382808)
N (0.192707, -0.768188, -1.715831)
C (-0.294285, -2.008751, -1.299150)
C (0.222802, -3.219030, -1.749110)
C (-0.313425, -4.406715, -1.278186)
C (-1.370000, -4.425120, -0.357661)
C (-1.896815, -3.242225, 0.099580)
C (-1.351976, -2.034670, -0.366863)
N (-1.839775, -0.783126, -0.002232)
N (-2.767435, -0.665050, 0.814377)
C (-3.200682, 0.668851, 1.047401)
C (-4.380615, 0.853423, 1.736539)
C (-4.837034, 2.158859, 1.905222)
C (-4.091580, 3.207965, 1.390037)
C (-2.905070, 2.924258, 0.727571)
N (-2.463536, 1.673008, 0.567338)
H (2.456099, 0.131288, -6.417959)
H (3.486564, 1.017414, -4.357406)
H (2.481715, 0.497173, -2.156518)
H (-0.674621, -1.658166, -4.104658)
H (0.385440, -1.211815, -6.287198)
H (1.031120, -3.228395, -2.467526)
H (0.097176, -5.342218, -1.635469)
H (-1.774784, -5.365684, -0.011926)
H (-2.722600, -3.227270, 0.797215)
H (-4.926468, -0.005473, 2.102676)
H (-5.767136, 2.348322, 2.424797)
H (-4.417301, 4.233773, 1.491698)
H (-2.297612, 3.722247, 0.314251)
C (1.435259, 2.009906, 3.222963)
C (0.627104, 2.125959, 1.913776)
N (0.840403, 0.917518, 1.071390)
C (0.619749, -0.296656, 1.903347)
C (1.728448, -0.417492, 2.969509)
N (2.435055, 0.905042, 3.039345)
C (3.215528, 1.126812, 1.776380)
C (2.251415, 0.911111, 0.592758)
H (0.814279, 1.748775, 4.077859)
H (1.975268, 2.926354, 3.451643)
H (0.936776, 3.000322, 1.340603)
H (-0.433522, 2.218392, 2.138837)
H (0.628472, -1.175327, 1.260212)
H (-0.363522, -0.215866, 2.365659)
H (2.472137, -1.170449, 2.715010)
H (1.325156, -0.644460, 3.954185)
H (3.078438, 0.900388, 3.833982)
H (4.044920, 0.422808, 1.759473)
H (3.617029, 2.137931, 1.811454)
H (2.430179, -0.039796, 0.091762)
H (2.387662, 1.709916, -0.136504)

Atoms 1-2, force components in eV/Å:
-0.021 -0.034 0.013
-0.011 -0.006 -0.002

=====

(2)
C17H24B3Br15N2O7S3 | ωB97M-V/def2-TZVPD

Properties
Orbital gap in eV: 8.19
Highest occupied orbital energy in Ha: -0.3331

CARTESIAN COORDINATES (ANGSTROEM)
C (-7.414359, 1.465776, -3.381144)
C (-6.742378, 2.522326, -2.531362)
O (-7.043174, 3.675333, -2.665902)
O (-5.812298, 2.188866, -1.577647)
C (-4.625915, 1.594374, -2.115706)
C (-3.523667, 2.654195, -2.402063)
B (-2.158764, 2.304419, -1.726014)
O (-1.705166, 2.840596, -0.535691)
B (-0.364185, 2.520341, -0.343623)
C (0.215898, 1.866626, 0.955411)
C (1.492016, 2.555434, 1.505120)
C (2.607792, 1.565662, 1.936910)
S (4.024581, 1.772484, 0.812418)
C (5.336754, 0.697236, 1.272950)
S (6.845064, 1.172059, 0.892454)
N (5.133910, -0.527887, 1.936712)
C (4.012471, -1.329448, 2.032004)
C (4.334721, -2.393821, 2.793783)
N (5.664960, -2.313972, 3.213973)
C (6.089692, -1.184698, 2.652901)
O (0.472620, 2.779134, -1.460818)
B (-0.077410, 2.087890, -2.492440)
S (0.765188, 2.151678, -4.183179)
C (0.609458, 0.569178, -5.025118)
O (2.177496, 2.419443, -4.002966)
O (0.134226, 3.152223, -5.026946)
O (-1.253743, 1.378451, -2.331749)
H (-7.597631, 1.893002, -4.368562)
H (-8.391343, 1.201292, -2.964956)
H (-6.853495, 0.533447, -3.484246)
H (-4.270231, 0.886031, -1.362597)
H (-4.864294, 0.995278, -2.999075)
H (-3.358898, 2.695211, -3.485401)
H (-3.906842, 3.614108, -2.044898)
H (-0.591816, 1.825821, 1.694604)
H (0.445353, 0.820308, 0.699813)
H (1.187646, 3.122445, 2.390208)
H (1.880515, 3.306997, 0.807710)
H (2.203223, 0.561413, 1.827357)
H (2.842105, 1.705455, 2.993585)
H (3.100044, -1.067489, 1.523854)
H (3.640325, -3.188365, 3.028541)
H (7.117877, -0.905692, 2.803057)
H (0.297776, 0.770366, -6.051488)
H (1.610363, 0.134488, -5.068076)
H (-0.073377, -0.105388, -4.504531)
C (-2.259433, -2.433265, -1.650176)
Br (-1.708543, -1.481689, -0.066441)
Br (-3.948156, -1.788298, -2.309519)
Br (-0.899962, -2.409906, -3.008636)
H (-2.403553, -3.466925, -1.366678)
C (7.658968, -1.147433, 6.899281)
Br (9.356783, -0.272761, 6.614051)
Br (6.699116, -1.438067, 5.222824)
Br (7.856933, -2.789623, 7.885172)
H (7.063070, -0.483770, 7.512373)
C (1.969563, -5.121884, -1.008847)
Br (2.665528, -6.771509, -0.308077)
Br (0.050442, -5.040051, -0.862580)
Br (2.804700, -3.588726, -0.196150)
H (2.210726, -5.095161, -2.062308)
C (4.486800, -3.980295, 10.096250)
Br (4.392031, -2.267281, 9.223709)
Br (4.345175, -5.427315, 8.833413)
Br (6.065904, -4.137943, 11.187401)
H (3.634902, -4.048592, 10.757215)
C (-10.795693, 1.315194, -6.129188)
Br (-9.212038, 2.283345, -6.641778)
Br (-11.927570, 0.951224, -7.641901)
Br (-10.364164, -0.293539, -5.158650)
H (-11.354618, 1.951642, -5.457927)

Atoms 1-2, force components in eV/Å:
0.268 -0.436 -0.003
-0.225 0.864 -0.246

=====

(3)
C20H28ClN3O2 | ωB97M-V/def2-TZVPD

Properties
Orbital gap in eV: 8.57
Highest occupied orbital energy in Ha: -0.2899

CARTESIAN COORDINATES (ANGSTROEM)
C (7.996769, 0.119251, -0.825960)
C (6.711640, -0.090276, -0.072906)
O (6.501774, 0.387756, 1.014013)
C (5.682496, -0.931887, -0.802239)
C (4.712179, -1.640622, 0.154863)
C (3.279419, -1.582873, -0.349802)
O (2.746936, -2.561247, -0.840679)
N (2.650314, -0.384594, -0.284599)
C (3.093800, 0.794280, 0.426706)
C (2.248336, 0.994084, 1.687330)
C (0.769555, 1.087874, 1.322004)
C (0.356331, -0.165714, 0.532313)
N (-1.039834, -0.246275, 0.145352)
C (-1.597421, 0.913314, -0.520004)
C (-2.929471, 0.508069, -1.148891)
N (-3.839268, 0.061093, -0.116444)
C (-5.202450, 0.226818, -0.254716)
C (-5.724609, 1.448583, -0.702939)
C (-7.084950, 1.653174, -0.788203)
C (-7.983284, 0.663046, -0.423477)
C (-7.471472, -0.541929, 0.021808)
Cl (-8.559684, -1.811712, 0.475815)
C (-6.111898, -0.774775, 0.104038)
C (-3.290067, -1.064187, 0.604435)
C (-1.937606, -0.664842, 1.201252)
C (1.265396, -0.298047, -0.700505)
H (7.796198, 0.355646, -1.867830)
H (8.581446, 0.911514, -0.366100)
H (8.571548, -0.805117, -0.793987)
H (5.131612, -0.237906, -1.445836)
H (6.178789, -1.646875, -1.457337)
H (4.790454, -1.197536, 1.148971)
H (4.976221, -2.695515, 0.233297)
H (4.146061, 0.729056, 0.691379)
H (2.961256, 1.658400, -0.236842)
H (2.572361, 1.901203, 2.199460)
H (2.406937, 0.148760, 2.360248)
H (0.164294, 1.177563, 2.226139)
H (0.604278, 1.977729, 0.710495)
H (0.551131, -1.045028, 1.158208)
H (-0.918848, 1.247530, -1.304857)
H (-1.776835, 1.747925, 0.180165)
H (-3.356679, 1.346271, -1.695666)
H (-2.739138, -0.312446, -1.858251)
H (-5.057361, 2.254717, -0.965003)
H (-7.458407, 2.605722, -1.133477)
H (-9.047261, 0.821990, -0.482659)
H (-5.771885, -1.743956, 0.428874)
H (-3.958105, -1.336409, 1.421595)
H (-3.145424, -1.932202, -0.055836)
H (-1.508165, -1.528198, 1.712841)
H (-2.106123, 0.136924, 1.942195)
H (1.014446, -1.206391, -1.248906)
H (1.154264, 0.568244, -1.359845)

Atoms 1-2, force components in eV/Å:
0.098 0.267 0.276
0.127 -0.107 -0.424

=====

(4)
C6H12O | ωB97M-V/def2-TZVPD

Properties
Orbital gap in eV: 8.67
Highest occupied orbital energy in Ha: -0.3306

CARTESIAN COORDINATES (ANGSTROEM)
C (1.772217, 0.021724, -1.448085)
C (1.669831, 0.956432, -0.248376)
O (1.073664, 2.223192, -0.600264)
C (0.044815, 1.910390, 0.346613)
C (0.679592, 0.646392, 0.849117)
C (-1.695408, -1.346450, 1.406059)
C (-1.386029, -1.322118, -0.095919)
H (2.492221, 0.430824, -2.162840)
H (2.089961, -0.978746, -1.141256)
H (0.802752, -0.054691, -1.952115)
H (2.658531, 1.092865, 0.225201)
H (-0.909545, 1.648365, -0.144746)
H (-0.170797, 2.683544, 1.095237)
H (-0.880003, -0.876353, 1.962419)
H (-1.839567, -2.359433, 1.793220)
H (-2.599670, -0.774330, 1.633246)
H (-1.179784, -2.316191, -0.499522)
H (-0.485609, -0.742129, -0.332509)
H (-2.198570, -0.910473, -0.704902)

Atoms 1-2, force components in eV/Å:
0.034 -0.036 0.005
0.108 -0.270 -0.018

=====

(5)
C35H41N4O2V | ωB97M-V/def2-TZVPD

Properties
Orbital gap (spin up / spin down) in eV: 4.88 / 6.61
Net charge: -1
Highest occupied orbital energy (spin up / spin down) in Ha: -0.0909 / -0.1604
2S+1: 4

CARTESIAN COORDINATES (ANGSTROEM)
V (-0.472024, -0.530300, 0.972559)
O (-1.923794, 2.814420, 2.765046)
C (-1.778191, 1.747201, 2.168079)
N (-0.783201, 0.814720, 2.383209)
C (0.131259, 0.844233, 3.462282)
C (0.270237, 1.826361, 4.436695)
C (1.247428, 1.677665, 5.422226)
C (2.064440, 0.558838, 5.456179)
C (1.903619, -0.451458, 4.506247)
C (0.940549, -0.310866, 3.522389)
N (0.625739, -1.251967, 2.493907)
C (0.716640, -2.570530, 2.696753)
O (1.238240, -3.226075, 3.593220)
C (-0.017011, -3.309465, 1.584115)
C (-0.038784, -4.689379, 1.526019)
C (-0.698686, -5.302161, 0.476256)
C (-1.304570, -4.520451, -0.488340)
C (-1.252536, -3.149036, -0.350869)
N (-0.639889, -2.549601, 0.676987)
C (-2.728436, 1.242824, 1.159894)
C (-3.931696, 1.885546, 0.935961)
C (-4.940316, 1.267747, 0.222946)
C (-4.706048, -0.075644, -0.193077)
C (-3.494075, -0.649472, 0.007512)
N (-2.417536, -0.017181, 0.596945)
H (-0.366688, 2.696811, 4.399523)
H (1.366419, 2.456575, 6.167641)
H (2.822196, 0.459225, 6.224656)
H (2.510024, -1.344876, 4.532901)
H (0.477145, -5.227437, 2.310817)
H (-0.730406, -6.382134, 0.401184)
H (-1.808381, -4.949219, -1.343597)
H (-1.678248, -2.491054, -1.093629)
H (-4.050424, 2.861992, 1.391686)
H (-5.890560, 1.755212, 0.047427)
H (-5.478241, -0.659960, -0.677260)
H (-3.342959, -1.667649, -0.312291)
C (0.130565, 1.759499, -0.925915)
C (-0.154256, 0.711563, -1.825887)
C (0.671423, -0.398483, -1.449500)
C (1.430140, 0.036627, -0.300366)
C (1.153436, 1.391912, -0.038645)
C (2.040999, 2.387308, 0.692129)
C (3.007338, 1.718642, 1.668303)
C (2.893037, 3.077253, -0.390328)
C (1.218447, 3.468917, 1.397167)
C (1.330523, -1.531933, -2.278202)
C (2.008425, -2.560959, -1.354124)
C (2.474184, -0.877322, -3.087082)
C (0.472987, -2.327550, -3.268100)
C (-1.147640, 0.927046, -2.981254)
C (-0.407393, 1.139153, -4.312217)
C (-1.956788, 2.206182, -2.726267)
C (-2.190116, -0.184390, -3.149892)
H (-0.355318, 2.726257, -0.926358)
H (2.288385, -0.491600, 0.086209)
H (3.723058, 1.079600, 1.137573)
H (2.498221, 1.110351, 2.412845)
H (3.577275, 2.486606, 2.202296)
H (3.484214, 2.339283, -0.943882)
H (3.580482, 3.798262, 0.071118)
H (2.258739, 3.609231, -1.104762)
H (0.538855, 3.058241, 2.142582)
H (0.612543, 4.029113, 0.677338)
H (1.887692, 4.180709, 1.895890)
H (2.899602, -2.148072, -0.878592)
H (2.326223, -3.425501, -1.945415)
H (1.350875, -2.919854, -0.560140)
H (3.157844, -0.361821, -2.406448)
H (2.096535, -0.142879, -3.798001)
H (3.042573, -1.637070, -3.641707)
H (-0.361711, -2.845834, -2.788076)
H (1.105225, -3.090585, -3.735186)
H (0.072130, -1.711885, -4.067901)
H (0.365343, 1.905762, -4.199958)
H (-1.115516, 1.473824, -5.080261)
H (0.070633, 0.234381, -4.683433)
H (-1.329136, 3.101673, -2.762964)
H (-2.456833, 2.173497, -1.753475)
H (-2.722423, 2.300998, -3.503791)
H (-1.754068, -1.175117, -3.246571)
H (-2.790416, 0.008711, -4.048446)
H (-2.867538, -0.193173, -2.302496)

Atoms 1-2, force components in eV/Å:
0.114 1.702 -1.561
-0.031 0.154 0.001

=====

(6)
C4H9NO | ωB97M-V/def2-TZVPD

Properties
Orbital gap (spin up / spin down) in eV: 3.20 / 8.23
Net charge: -1
Highest occupied orbital energy (spin up / spin down) in Ha: 0.0333 / -0.1549
2S+1: 2

CARTESIAN COORDINATES (ANGSTROEM)
C (1.530781, -1.104736, -2.933243)
C (0.394807, 0.682880, -1.929931)
N (1.502856, 0.061569, -2.107046)
H (1.287261, -0.834739, -3.976377)
H (1.004183, -1.987343, -2.650886)
H (2.580964, -1.514940, -2.892673)
H (0.105230, 1.427063, -1.119900)
H (-0.570742, 0.369024, -2.404592)
O (-1.202259, -1.071002, 2.212510)
C (-1.446838, 0.092667, 2.077795)
C (-0.712008, 1.259107, 2.748531)
H (-2.154898, 0.461364, 1.192662)
H (-1.486460, 2.135961, 2.655050)
H (0.410319, 1.285826, 2.625564)
H (-0.678238, 1.215298, 3.841479)

Atoms 1-2, force components in eV/Å:
2.240 0.271 -1.065
-1.882 -0.151 0.491

=====

Computed energy above the lowest of the compared OMol25 structures with the same formula, charge and spin (kJ/mol) in order:
0.0; 0.0; 129.6; 510.7; 25.6; 210.4